C4H4S | ωB97M-V with the def2-TZVPD basis set

Summary:
* HOMO: -7.92 eV
* M: 84.1 g/mol
* calculated total energy: -15044.996 eV
* SMILES: Cc1cc1=S
* max |F|: 5.2 eV/Å
* LUMO: 0.7 eV

```
! wB97M-V def2-TZVPD RIJCOSX def2/J DEFGRID3
* xyz 0 1
C -0.57845 0.44380 1.26385
C -0.12580 -0.07275 0.08678
C 0.55976 -0.47536 1.28426
C -0.02564 0.06435 -1.36686
S 1.52349 -1.38351 2.12790
H -1.16988 1.09922 1.76825
H 0.41058 0.98406 -1.69820
H -1.13381 0.15305 -1.80670
H 0.53976 -0.81286 -1.65927
*
```

natural (NBO) atomic charge list, values in e, 8 entries:
1 C -0.14
2 C 0.07
3 C -0.15
4 C -0.67
5 S -0.06
6 H 0.22
7 H 0.25
8 H 0.24

---

C4H4S2 | ωB97M-V with the def2-TZVPD basis set

Summary:
* HOMO: -8.82 eV
* M: 116.2 g/mol
* calculated total energy: -25880.556 eV
* SMILES: C#CCSC=S
* max |F|: 1.8 eV/Å
* LUMO: -0.4 eV

```
! wB97M-V def2-TZVPD RIJCOSX def2/J DEFGRID3
* xyz 0 1
C -0.77894 -0.12071 1.69930
C -0.43372 -0.53497 -0.90142
C 0.76506 0.35559 -0.92736
C 1.75160 1.04713 -1.06377
H 0.27277 -0.09610 1.52280
H -0.13178 -1.55019 -0.62892
H -0.89143 -0.53456 -1.87309
H 2.57464 1.68860 -1.24410
S -1.39929 -0.28109 3.19367
S -1.72890 0.02630 0.22289
*
```

natural (NBO) atomic charge list, values in e, 8 entries:
1 C -0.48
2 C -0.62
3 C -0.03
4 C -0.22
5 H 0.20
6 H 0.25
7 H 0.26
8 H 0.24

---

C4H52HgO23 | ωB97M-V with the def2-TZVPD basis set

Summary:
* HOMO: -8.07 eV
* M: 669.0 g/mol
* calculated total energy: -56258.806 eV
* max |F|: 2.0 eV/Å
* LUMO: -0.1 eV

```
! wB97M-V def2-TZVPD RIJCOSX def2/J DEFGRID3
* xyz 0 1
Hg 0.04680 0.20076 0.29726
C -3.30180 -2.91314 -0.56117
C -2.66507 -1.63476 -0.08307
O -1.36889 -1.43470 -0.63151
H -3.40637 -2.84264 -1.64385
H -4.26631 -3.03557 -0.06841
H -2.62282 -3.69305 -0.21645
H -2.58390 -1.70468 1.00165
H -3.35193 -0.80187 -0.23349
C 2.96558 3.89782 1.53045
C 1.78304 3.25641 0.71532
O 1.61961 1.89721 1.01476
H 3.89277 3.35753 1.33940
H 2.77491 3.94043 2.60280
H 3.15503 4.94350 1.28809
H 1.77240 3.50879 -0.34501
H 0.89549 3.72500 1.14049
O 1.12186 -1.65697 1.32206
H 1.71655 -1.85295 2.04606
H 1.38548 -2.25822 0.62548
O -1.96333 1.58399 -3.25365
H -2.79265 1.60076 -3.73134
H -1.43079 0.93961 -3.71993
O 2.51084 1.01805 3.71323
H 3.36557 1.34305 3.99612
H 2.39444 1.38146 2.83538
O 2.09017 -4.10432 0.48924
H 1.97029 -4.59193 1.30416
H 3.03482 -3.96071 0.43225
O -2.63293 -4.28632 2.41179
H -2.25834 -5.11347 2.10890
H -2.33233 -3.63892 1.77402
O -0.67033 -0.16405 -4.73361
H 0.16758 -0.54532 -4.47136
H -0.73417 -0.34667 -5.67105
O -0.14058 -3.42291 -2.67211
H -0.18276 -4.24047 -2.17608
H -0.56195 -2.77652 -2.10567
O -0.27091 -2.79867 4.29628
H -0.91777 -3.04784 3.63619
H -0.57098 -1.94832 4.61736
O -2.04631 -0.69516 4.71700
H -2.70704 -1.36163 4.52861
H -2.54718 0.05658 5.03361
O 4.61786 0.89214 0.58628
H 5.38152 1.31190 0.19024
H 4.01997 1.61439 0.77897
O 1.51863 -1.55372 -3.96041
H 2.41932 -1.83499 -3.79957
H 0.98063 -2.28126 -3.64822
O -4.63461 1.41520 -0.21525
H -3.73143 1.72257 -0.13759
H -4.58179 0.66098 -0.80228
O -1.30957 1.78456 -0.71820
H -1.75392 2.52229 -0.30043
H -1.53973 1.85902 -1.64433
O -1.08180 4.13292 -3.09142
H -1.89067 4.59492 -3.31169
H -1.23402 3.23246 -3.37818
O 3.93057 0.87840 -2.42246
H 3.96392 1.83482 -2.44169
H 4.30181 0.64237 -1.57234
O -1.16059 0.44509 2.26454
H -0.57271 0.39335 3.01817
H -2.03920 0.43084 2.64412
O 1.52625 -0.02687 -1.47083
H 1.33349 -0.44764 -2.30870
H 2.44079 0.24604 -1.54411
O -2.89240 -1.90666 -3.91598
H -2.26634 -1.23999 -4.19851
H -2.58374 -2.17425 -3.05033
O -2.40975 3.57812 1.02002
H -2.43331 4.53477 0.99741
H -2.52867 3.35689 1.94368
O 4.37199 -1.89183 -0.50088
H 5.13197 -2.25220 -0.04392
H 4.15164 -1.09901 -0.01189
O -0.15457 3.26612 3.52289
H 0.34100 2.91831 2.78149
H 0.03131 2.66097 4.24086
*
```

Löwdin atomic charge list, values in e, 8 entries:
1 Hg 1.18
2 C -0.09
3 C -0.44
4 O -0.37
5 H 0.06
6 H 0.09
7 H 0.06
8 H 0.07

---

C4H5AlLiO2 | ωB97M-V with the def2-TZVPD basis set

Summary:
* HOMO: -12.69 eV
* M: 119.0 g/mol
* calculated total energy: -15119.449 eV
* max |F|: 6.2 eV/Å
* LUMO: -4.0 eV

```
! wB97M-V def2-TZVPD RIJCOSX def2/J DEFGRID3
* xyz 1 1
H 0.48023 -1.22797 -2.08112
C -0.00038 -0.31340 -1.70232
C -1.13047 -0.42309 -0.97678
O 0.61882 0.82758 -1.99006
Al 1.72735 1.10542 -3.09810
H -1.56160 -1.40624 -0.78814
H -1.66822 0.45881 -0.61377
C 0.04795 -0.64808 2.60325
C 0.41161 0.46202 2.01747
O 0.69788 1.43062 1.41830
Li 0.56390 1.91240 -0.50485
H 0.78392 -1.44143 2.73496
H -0.97099 -0.73664 2.98118
*
```

natural (NBO) atomic charge list, values in e, 8 entries:
1 H 0.20
2 C 0.09
3 C -0.47
4 O -1.15
5 Al 0.91
6 H 0.25
7 H 0.20
8 C -0.71

---

Q: Look up the max |F| of the fourth one.
A: 6.2 eV/Å